(1)
C34H56F3O30Rb2 as an isolated structure. Source: the OMol25 dataset; level of theory: ωB97M-V/def2-TZVPD.

Frontier orbital gap (eV): 4.6
Charge: -1
E_HOMO (eV): -4.27
Spin multiplicity: 1

```
125
Properties=species:S:1:pos:R:3:mulliken_charge:R:1
H 1.7824 -8.3986 3.8099 0.331
O 3.8321 0.1337 -2.3262 -0.488
O -8.1139 1.7545 0.8285 -0.923
O 2.7813 2.8224 -4.5044 -0.525
Rb -3.8493 -3.8734 3.4080 1.024
C -2.4462 -1.4863 -2.6091 -0.472
C -0.2042 -5.3858 -0.1896 -0.307
C -2.5922 2.4365 -3.6988 -0.788
H -1.8079 1.7303 -3.4261 0.353
O -4.4565 -2.2144 -1.6690 -1.045
O 2.7913 1.3372 -6.2220 -0.402
H 2.5902 -2.9414 -2.7167 0.255
C 3.9461 0.0158 1.0694 -0.722
H 3.9777 4.1699 2.8495 0.198
O -2.1347 5.3083 -1.7517 -0.341
C 1.4095 2.6636 2.0763 0.726
H -3.8981 0.4924 -0.2680 -0.495
F -8.0532 3.3599 3.1025 -0.300
O -2.5124 0.4968 5.5593 -0.365
F -6.0827 4.0904 2.6195 -0.302
H 4.6947 1.9472 6.1330 0.232
C 1.6433 0.6253 -5.7417 -0.280
C -2.5972 -2.1824 -0.1007 -0.034
O 4.0599 -1.8127 -3.4768 -0.407
H 0.9031 1.2522 -5.2452 0.252
H 4.1839 0.9291 0.5205 0.368
H -3.8738 1.9052 -1.3550 0.148
Rb -6.5654 -0.9824 -0.3751 0.874
H -0.5005 -3.1553 3.4148 0.306
C 0.8656 -5.9993 3.4805 0.840
H -7.0829 3.5434 0.3864 0.296
C -4.6180 2.5067 0.5570 -0.707
H -0.5856 6.6273 -1.8626 0.292
H 1.1045 0.1825 -6.5765 0.337
O -1.6691 -4.8851 -2.5041 -0.589
H -2.7199 1.8105 -0.0892 0.238
H 0.2512 -2.9334 -5.0020 0.104
H -4.8847 0.4146 2.2256 0.059
O -0.5490 3.8466 -2.4905 -0.573
H -2.9858 -1.2632 -3.5193 0.317
C 3.2497 2.3888 -5.5234 0.852
H -4.2714 2.3873 1.5904 0.197
H 2.5632 5.1329 3.4373 0.288
H 2.1314 -7.8421 5.5274 0.275
C -1.5655 0.0818 6.5453 -0.631
C 4.6268 1.2459 2.9465 0.706
H 4.9605 3.2434 4.9752 0.265
C -1.1286 -1.1094 -2.4387 0.495
O 0.3217 -4.3143 -3.3979 -0.317
C 5.0724 2.1721 5.1356 -0.689
H -0.5072 -6.4213 -0.3895 0.347
H -0.0948 -3.6790 1.7656 -0.244
C -1.2415 -1.8647 -0.0449 1.240
H 0.5030 -5.5655 0.6174 0.003
C -6.8916 3.0038 2.5274 0.820
O 5.7782 -0.5664 -3.1487 -0.393
H -4.2429 -1.2128 2.7112 -0.332
O -3.5832 0.4091 3.7440 -0.297
C 4.2848 4.4190 -6.0929 -0.664
O 0.9277 -4.7008 3.1885 -0.264
H -0.5166 -4.5297 -5.2720 0.385
H -0.5673 5.6061 -0.4332 0.135
H 3.2913 -7.7866 4.2449 0.272
C -2.6785 -0.2100 4.4615 0.961
H -4.5290 3.5200 0.1575 0.501
C 2.2264 -7.6487 4.4613 -0.719
C 2.9162 4.3843 2.7226 -0.691
C -0.2405 -4.0095 2.7886 0.045
O -2.7298 3.6221 -2.9079 -0.367
H 2.3918 -2.7321 -4.4223 0.221
O 4.1565 2.9867 -6.2765 -0.367
H -1.0970 -4.6917 2.7990 0.095
H 2.0711 -0.0918 -5.0483 0.066
H 0.1159 0.9656 0.8921 0.390
O 5.6037 1.7436 2.4378 -0.641
H 7.5920 0.1809 -2.5322 0.210
H 3.3317 4.8949 -6.3337 0.298
H 1.0389 -0.2218 1.8710 0.145
C -4.0108 -0.1724 2.4982 0.487
H -1.8898 0.4382 7.5211 0.245
C -1.7057 4.2242 -2.3854 0.924
O 0.7144 -1.0352 -0.8803 -1.012
O 0.0034 -6.7799 3.1702 -0.592
H -3.5785 1.9994 -3.5505 0.232
H -0.6971 -2.0056 0.8810 0.252
C -0.4755 -1.3462 -1.0968 -0.653
F -6.4063 2.0278 3.3177 -0.265
C -0.4892 -4.7112 -2.4295 0.857
C 4.4556 -0.6837 -2.9579 0.824
O 0.3430 -4.8736 -1.3782 -0.275
H 2.7776 4.8181 1.7308 0.312
O 1.4104 2.8360 0.8940 -0.562
O 3.7053 0.4958 2.4197 -0.137
H 4.8981 -0.5169 1.0553 0.498
O -2.2085 -1.3242 4.2534 -0.545
H 4.3684 4.5330 -5.0134 0.291
H -1.2304 -3.1928 -4.3499 0.165
C -3.7640 1.5757 -0.3218 0.106
H -0.5902 0.4957 6.3039 0.244
C 2.6869 -2.2064 -3.5124 -0.272
H 3.0869 -0.5059 0.6640 0.054
O 1.9999 -6.3014 4.0981 -0.336
O -5.9203 1.9662 0.5255 0.069
H -0.6767 0.1992 2.2575 -0.368
H -1.0649 -4.7847 0.1057 0.050
C 0.2822 0.5607 1.8922 0.291
H -1.5900 -1.0040 6.6324 0.290
C 6.5324 0.3984 -2.4337 -0.452
H 6.2621 1.3797 -2.8220 0.234
H -1.6623 6.9218 -0.4403 0.237
C -7.1132 2.6470 1.0198 -0.328
H -2.4640 2.6926 -4.7505 0.416
H 6.3041 0.3764 -1.3667 0.148
C -1.2176 6.1799 -1.0974 -0.494
C -3.2481 -1.9892 -1.5364 0.735
O -3.3033 -2.5815 0.8613 -0.794
H 5.0400 4.8742 -6.7214 0.223
H 6.1093 1.8335 5.1448 0.318
O 2.0924 3.2920 3.0226 -0.319
O -0.5431 -0.5339 -3.4138 -0.770
H -3.2878 -0.1867 1.6867 -0.185
C -0.3099 -3.7472 -4.5431 -0.505
O 4.3082 1.3818 4.2514 -0.284
H 1.9823 -1.3746 -3.4861 0.029
O 0.7814 1.6308 2.6739 -0.463
```

(2)
C34H56FGeN4O4Si3Y as an isolated structure. Source: the OMol25 dataset; level of theory: ωB97M-V/def2-TZVPD.

Frontier orbital gap (spin up / spin down) (eV): 6.8 / 5.5
Charge: +3
E_HOMO (spin up / spin down) (eV): -13.72 / -13.73
ΔE to the lowest compared entry with this formula, charge and spin (kJ/mol): 308.2
Spin multiplicity: 2

```
104
Properties=species:S:1:pos:R:3:mulliken_spin:R:1
H -0.8584 -4.1600 -4.3479 -0.002
H -6.9067 3.1046 -0.8874 0.000
C -4.2899 3.1773 0.3011 0.000
C -1.4654 3.1578 5.0410 0.000
H 3.0640 -2.7107 3.6545 0.001
H -6.9867 6.6524 1.5182 0.000
H -2.8874 0.4722 -1.2240 0.004
N 4.4727 -2.0190 2.3043 -0.001
C -1.8215 -4.3918 -1.6766 0.009
C 4.9957 -2.5602 4.5734 0.000
C 6.8209 -2.2152 -0.1327 -0.001
O 1.0495 -1.3210 2.1892 0.003
Si -0.9306 -3.4074 -0.3665 0.010
C -6.1331 6.2685 0.9634 0.000
H 0.3564 1.5291 -4.4644 0.006
H -2.7783 -4.7428 -1.2788 0.001
C -0.9398 0.5127 0.6313 0.069
C -3.0166 1.2608 -0.4937 0.004
C 6.6902 -1.7339 3.1044 0.000
C 4.1101 -2.4522 3.5249 0.001
Si 1.3665 -3.4015 -3.5672 0.097
H 0.2739 1.8689 3.5230 0.000
C 1.8156 -4.9241 -2.5804 0.070
H 0.5455 -0.1988 -4.7895 -0.003
C -2.1664 -2.5910 0.7567 0.028
H -3.3262 4.3595 4.7922 0.000
H 3.5474 -2.1978 -3.5744 -0.011
C -1.6388 3.5231 3.6010 0.000
C 5.7420 -1.6498 2.0960 -0.002
Y 2.6308 -2.0296 0.4783 0.095
H 2.3391 -4.6734 -1.6546 -0.017
H -1.2317 2.1332 5.2988 0.000
H -5.2744 4.7245 2.1659 0.000
F -4.9142 1.9157 -1.6388 0.000
O -0.7084 -0.3696 -0.2176 0.052
C -2.8339 3.4406 4.5037 0.000
H 5.3646 -2.4025 -1.7103 -0.002
H 7.0493 -2.2682 5.1502 0.000
N -5.3207 4.1154 0.1402 0.000
H -7.5434 5.4036 -2.0103 0.000
C -4.0699 2.1158 -0.6068 -0.001
H -3.4971 2.5936 4.3825 0.000
H 7.4095 -2.8746 0.5106 0.000
C -5.9093 4.7903 1.2926 0.000
H 6.7889 -0.2979 0.8449 0.000
H 5.2231 -0.7828 0.2050 -0.002
C -0.0704 0.7418 1.7490 -0.024
H 3.4095 -3.3452 -4.9078 0.008
C 3.1022 0.3186 -2.7596 0.009
C 0.9518 1.8988 -1.4267 0.028
H -6.8926 7.2849 -0.7039 0.000
C 6.1213 -1.1499 0.7243 0.003
H -0.4310 -2.5899 -5.0444 0.001
H -1.0024 3.8879 5.6893 0.000
H -6.8578 4.3116 1.5588 0.000
H 0.8422 -3.8589 1.3475 0.001
H 5.1901 -4.2921 0.3919 0.000
H -1.2947 4.5009 3.2862 0.000
O 4.7916 -3.6370 -0.1954 0.017
H 4.6640 -2.9195 5.5370 0.000
C 0.2362 0.5290 -4.0359 0.019
H -0.1056 2.0824 -1.2329 -0.005
H -5.5254 6.4172 -1.0148 0.000
H -5.2643 6.8776 1.2013 0.000
H -2.0317 -3.7887 -2.5597 0.002
H 7.5199 -1.7369 -0.8208 0.000
H 0.9318 -5.5133 -2.3325 0.000
H 7.7083 -1.4203 2.9097 0.000
C -7.1994 5.2263 -0.9947 0.000
C 1.1438 -0.1352 1.7551 0.011
H -5.7378 3.9424 -1.9045 0.000
C -6.2838 3.9984 -0.9665 0.000
O 2.1774 0.2539 1.1349 0.000
C 2.8633 -2.5976 -4.3224 0.038
N -6.4127 6.4055 -0.5093 0.000
C -2.3136 2.3908 1.5059 -0.002
Ge 0.6610 -1.8602 -1.5007 0.391
C 0.2027 -4.4783 0.6968 0.014
H -2.8307 -3.3620 1.1591 0.004
H 3.5123 1.3264 -2.6547 0.000
C -2.1037 1.3808 0.5582 -0.012
H -3.4785 4.0771 2.0657 0.000
H 2.4816 -5.5628 -3.1707 0.009
H 3.6115 -0.3190 -2.0268 0.011
H -1.2570 -5.2745 -1.9855 0.000
H 2.5797 -1.7921 -5.0010 -0.001
C -3.3818 3.2811 1.3463 0.001
N -1.4441 2.5015 2.5842 0.000
H -0.8259 0.3750 -3.8329 0.001
C -0.0410 -3.5677 -4.7574 0.003
H 1.3529 2.7556 -1.9772 0.003
H 6.4047 -3.8116 -1.5069 0.001
H -2.7739 -1.8563 0.2278 -0.007
H -0.3988 -5.0991 1.3677 -0.001
H 0.3088 -4.0663 -5.6680 0.002
H -1.6704 -2.0939 1.5928 0.001
Si 1.2375 0.3835 -2.4715 0.045
C 6.3182 -2.1975 4.3551 0.000
C -0.3625 1.6977 2.6655 0.001
H -8.0714 5.1208 -0.3540 0.000
H 3.3605 -0.0350 -3.7561 0.004
H 0.8289 -5.1506 0.1056 0.000
C 5.8639 -3.0331 -0.9711 0.014
H 1.4781 1.8334 -0.4745 0.000
```